This record from the OMol25 dataset describes an isolated molecule of C23H29N5O. The level of theory is ωB97M-V with the def2-TZVPD basis set.

Results
Relative energy (zero: lowest compared OMol25 entry of this formula, charge and spin)   21.76 kJ/mol
Orbital gap   8.523 eV
Strongest force on any atom   0.81 eV/A

Geometry as XYZ:
```
58
Properties=species:S:1:pos:R:3:forces:R:3:nbo_charge:R:1
C 0.578 -1.481 -10.399 0.05 -0.04 0.20 -0.599
C 0.963 -1.812 -8.963 -0.19 0.18 -0.33 -0.499
C 0.094 -1.054 -7.965 0.46 -0.42 -0.02 0.686
O -0.761 -0.264 -8.295 -0.22 0.20 -0.10 -0.610
N 0.403 -1.378 -6.677 0.27 -0.24 0.15 -0.597
C -0.159 -0.925 -5.474 -0.13 0.10 0.25 0.134
C 0.344 -1.464 -4.299 -0.15 0.14 -0.01 -0.261
C -0.204 -1.035 -3.099 -0.56 0.56 -0.17 0.184
N 0.087 -1.398 -1.810 0.35 -0.35 0.34 -0.497
C -0.721 -0.710 -1.053 0.04 -0.19 0.01 0.406
N -1.556 0.112 -1.763 0.14 -0.19 0.04 -0.360
C -1.242 -0.077 -3.089 0.45 -0.37 -0.38 0.071
C -1.737 0.463 -4.264 -0.02 0.00 0.23 -0.216
C -1.187 0.029 -5.452 -0.09 0.09 -0.21 -0.254
H -1.546 0.423 -6.388 -0.01 0.01 -0.01 0.258
H -2.526 1.200 -4.263 -0.08 0.08 -0.04 0.214
C -2.568 1.006 -1.278 -0.14 0.26 0.04 -0.406
H -3.477 0.886 -1.871 0.01 0.00 0.08 0.213
H -2.236 2.046 -1.360 -0.06 -0.03 0.04 0.204
H -2.792 0.787 -0.237 -0.01 0.01 -0.03 0.218
C -0.721 -0.802 0.430 0.10 0.26 0.08 -0.451
H -0.200 -1.722 0.690 -0.09 -0.01 -0.05 0.239
H -1.740 -0.857 0.819 0.02 -0.02 0.06 0.220
C -0.014 0.405 1.065 -0.18 -0.16 0.02 -0.202
N -0.191 0.413 2.506 0.04 0.11 -0.02 -0.447
C 0.051 1.721 3.087 -0.16 0.12 0.19 -0.218
C -0.288 1.711 4.578 0.12 0.19 -0.21 -0.221
N 0.527 0.721 5.241 0.01 0.07 -0.35 -0.465
C 0.800 0.830 6.600 0.11 0.09 0.38 0.268
C 0.154 1.752 7.427 -0.11 -0.04 -0.25 -0.301
C 0.503 1.874 8.760 0.08 -0.01 0.17 -0.187
C 1.493 1.080 9.308 -0.02 0.08 0.14 -0.251
C 2.141 0.161 8.499 -0.01 -0.05 0.02 -0.189
C 1.806 0.039 7.166 -0.05 -0.09 -0.04 -0.276
H 2.345 -0.664 6.549 0.06 -0.03 -0.08 0.209
H 2.924 -0.462 8.908 0.06 -0.04 0.01 0.211
H 1.758 1.175 10.350 0.02 0.01 0.08 0.212
H -0.017 2.593 9.378 -0.04 0.05 0.04 0.211
H -0.639 2.372 7.039 -0.06 0.04 -0.07 0.211
C 0.305 -0.587 4.663 0.14 -0.23 -0.20 -0.215
C 0.649 -0.562 3.178 -0.15 -0.18 0.21 -0.230
H 0.466 -1.548 2.751 0.04 -0.02 0.02 0.204
H 1.720 -0.317 3.054 -0.04 -0.04 0.00 0.171
H 0.914 -1.333 5.171 -0.04 0.03 -0.03 0.213
H -0.755 -0.873 4.769 0.07 -0.05 0.02 0.178
H -0.067 2.697 4.989 -0.05 -0.04 0.00 0.213
H -1.363 1.500 4.698 0.02 0.08 0.03 0.177
H -0.584 2.454 2.583 0.04 -0.01 0.00 0.200
H 1.105 2.028 2.964 -0.06 0.02 0.01 0.170
H -0.458 1.323 0.671 0.06 0.00 -0.01 0.192
H 1.050 0.395 0.776 -0.05 0.06 -0.02 0.181
H 1.135 -2.198 -4.306 0.12 -0.11 0.00 0.211
H 1.140 -2.058 -6.547 -0.13 0.12 -0.18 0.394
H 0.852 -2.884 -8.780 0.08 0.01 0.07 0.216
H 2.008 -1.545 -8.783 0.00 -0.08 0.07 0.218
H -0.459 -1.751 -10.579 -0.06 0.02 -0.08 0.217
H 0.682 -0.414 -10.576 -0.03 0.06 -0.07 0.219
H 1.212 -2.021 -11.098 0.04 -0.03 -0.07 0.206
```
Positions in Å, forces in eV/Å.